Formula: C7H10N5
Source: the Open Molecules 2025 dataset
Level of theory: wB97M-V/def2-TZVPD

Properties
Gap between HOMO and LUMO ... 9.6 eV
E_LUMO ... -0.1470 Ha
ΔE to the lowest compared entry with this formula, charge and spin ... 348.8 kJ/mol
2S+1 ... 1
Charge ... +1
DFT total energy ... -546.149171 hartree
Molecular weight ... 164.19 u

The geometry in XYZ format:
```
22
Properties=species:S:1:pos:R:3:forces:R:3:lowdin_charge:R:1
C -2.2993 -0.1801 -0.9190 0.959 -0.909 1.964 -0.02
C -2.3417 1.1123 -0.4004 0.003 -1.164 -1.462 -0.04
C -1.3429 -1.0807 -0.4215 -0.325 -1.607 -1.046 0.00
C -1.4101 1.5645 0.4789 0.812 -4.452 -0.165 0.02
C -0.4818 -0.6932 0.5897 -0.448 -0.128 -0.003 -0.24
C -0.4850 0.6319 1.0294 -2.089 0.262 -1.989 -0.19
C 0.5908 1.0803 1.7470 0.524 0.441 1.301 -0.23
N 1.4906 1.4750 2.3182 1.512 0.519 0.766 0.22
N 0.3746 -1.6724 1.1808 -0.113 0.118 0.739 0.08
N 2.1487 -1.4688 -0.3924 -0.317 1.114 -0.363 0.18
N 1.7758 0.9263 -1.3028 -1.574 0.505 -2.027 0.08
N 1.5721 -1.9272 0.5570 1.260 -1.811 1.587 -0.10
H -3.0871 -0.6361 -1.4532 -0.635 0.168 -1.209 0.11
H -2.9997 1.7952 -0.8635 -0.904 0.707 -0.089 0.11
H -1.2684 -2.1530 -0.8567 -0.299 1.941 1.013 0.16
H -1.4233 2.5480 0.6114 0.504 3.955 1.382 0.09
H 2.6553 1.4918 -1.3723 -1.308 -0.527 0.146 0.12
H 0.2523 -2.0203 2.1833 0.535 0.719 -2.074 0.21
H 1.0772 1.3181 -0.6461 1.004 0.286 -0.456 0.05
H 1.2298 0.9377 -2.2610 1.788 -0.002 2.256 0.15
H 1.8792 -0.3486 -0.8344 -0.099 -0.311 -0.269 0.04
H 2.0930 -2.7008 1.0274 -0.789 0.176 -0.002 0.19
```
Positions in Å, forces in eV/Å.

***

Formula: C5H11N
Source: the Open Molecules 2025 dataset
Level of theory: wB97M-V/def2-TZVPD

Properties
Gap between HOMO and LUMO ... 9.9 eV
E_LUMO ... 0.0397 Ha
ΔE to the lowest compared entry with this formula, charge and spin ... 120.1 kJ/mol
2S+1 ... 1
DFT total energy ... -251.816769 hartree
Molecular weight ... 85.15 u
SMILES ... C=C(CC)NC

The geometry in XYZ format:
```
17
Properties=species:S:1:pos:R:3:forces:R:3:lowdin_charge:R:1
C 1.6730 -0.9669 -0.6864 0.016 0.212 -0.455 0.06
C 0.5264 -0.3979 -0.3321 0.579 -0.177 0.464 -0.40
C -0.3422 -0.9446 0.7578 -0.615 -0.864 0.972 -0.23
C -0.4620 -0.0207 1.9673 -0.034 1.312 -0.651 -0.10
N 0.2062 0.8974 -0.8654 0.190 -0.794 0.185 -0.07
C -1.2090 1.1586 -1.1015 0.448 -0.595 -0.448 -0.12
H 2.1922 -0.5897 -1.5574 0.206 0.200 0.158 0.06
H 2.1306 -1.7814 -0.1509 -0.261 -0.359 0.006 0.06
H -1.3054 -1.2382 0.3312 -0.261 0.404 0.098 0.11
H -0.0158 -1.8832 1.2030 0.687 -0.273 -0.632 0.10
H -0.9362 -0.4009 2.8684 -0.074 -0.418 -0.196 0.07
H 0.5443 0.3172 2.2274 -0.016 -0.064 0.178 0.08
H -1.0106 0.8788 1.6675 0.015 0.034 0.304 0.05
H 0.6379 1.5200 -0.1938 -0.241 0.540 -0.337 0.11
H -1.6531 0.2437 -1.4895 -0.067 -0.191 0.141 0.08
H -1.2806 1.8283 -1.9548 -0.293 0.608 0.410 0.07
H -1.7520 1.4368 -0.2006 -0.278 0.424 -0.197 0.07
```
Positions in Å, forces in eV/Å.

***

Formula: C4H3O2
Source: the Open Molecules 2025 dataset
Level of theory: wB97M-V/def2-TZVPD

Properties
Gap between HOMO and LUMO (alpha / beta) ... 5.2 / 6.6 eV
E_LUMO (alpha / beta) ... 0.1690 / 0.0858 Ha
ΔE to the lowest compared entry with this formula, charge and spin ... 145.4 kJ/mol
2S+1 ... 3
Charge ... -1
DFT total energy ... -304.499552 hartree
Molecular weight ... 83.07 u

The geometry in XYZ format:
```
9
Properties=species:S:1:pos:R:3:forces:R:3:lowdin_charge:R:1
C -0.1982 -0.1324 1.3215 7.236 -0.241 2.593 -0.14
C -1.1960 0.0890 0.4959 -0.247 2.615 -3.621 -0.10
C 0.7330 -0.3717 -1.1400 -1.163 1.101 -1.613 -0.78
C 0.2093 0.5423 0.0167 -2.460 -0.114 3.194 -0.14
O 1.3882 0.2329 -1.9686 2.179 1.628 -0.591 -0.01
O 0.2113 -1.4426 -1.2907 -0.960 -3.376 0.801 -0.01
H 0.3936 -0.4391 2.1579 -0.548 -0.187 0.308 0.05
H -2.1792 -0.0574 0.4061 -3.312 -0.366 -1.085 0.01
H 0.6380 1.5791 0.0012 -0.725 -1.061 0.013 0.13
```
Positions in Å, forces in eV/Å.

***

Formula: C10H17IN2
Source: the Open Molecules 2025 dataset
Level of theory: wB97M-V/def2-TZVPD

Properties
Gap between HOMO and LUMO (alpha / beta) ... 8.7 / 6.1 eV
E_LUMO (alpha / beta) ... 0.0069 / -0.0282 Ha
ΔE to the lowest compared entry with this formula, charge and spin ... 0.0 kJ/mol
2S+1 ... 1
DFT total energy ... -798.252105 hartree
Molecular weight ... 292.16 u

The geometry in XYZ format:
```
30
Properties=species:S:1:pos:R:3:forces:R:3:lowdin_charge:R:1
C 1.9389 -1.3352 -1.3086 -0.868 1.840 -0.211 0.02
C 2.0753 0.0968 -1.0820 -0.167 -2.764 1.133 -0.35
C 0.7113 -1.6791 -0.7705 0.775 -1.252 -0.190 -0.23
C 3.1665 1.0337 -1.5255 -0.765 -0.267 -1.923 -0.06
C 0.0210 -3.0473 -0.8450 -1.477 2.834 -0.014 -0.02
C -2.5367 0.9071 1.8562 -1.874 0.452 2.679 -0.12
C -0.3249 0.3685 2.8987 3.371 1.520 -0.683 -0.07
C -1.5197 1.4080 -2.0621 0.775 2.108 -0.202 -0.43
C -1.1093 0.6918 1.5966 1.184 -0.468 -0.873 -0.47
C -0.9372 -0.4272 0.5776 -0.412 1.597 0.828 -0.03
N 1.1138 0.4487 -0.2524 0.097 2.017 0.305 0.07
N 0.2713 -0.5817 -0.0411 0.808 -1.539 -1.885 -0.11
I -0.0760 3.0430 -1.9106 -1.312 -0.955 0.057 0.71
H 2.6903 -1.8950 -1.8165 -0.118 -0.634 -0.408 0.09
H 2.5737 1.8666 -2.0228 1.315 -0.654 0.493 0.01
H 3.6767 1.3766 -0.6576 0.513 0.617 0.561 0.06
H 3.9435 0.5813 -2.2646 -1.642 0.623 1.294 0.11
H 0.6311 -3.7480 -1.3309 0.977 -1.069 -0.126 0.06
H -0.3365 -3.2623 0.1337 0.229 -0.935 0.988 0.06
H -0.9362 -3.0332 -1.4079 0.540 0.414 -0.113 0.09
H -2.8636 0.0222 2.4681 -0.485 0.533 -0.950 0.10
H -2.6324 1.7433 2.6330 -0.021 -0.802 -1.245 0.10
H -3.1710 1.1439 0.9801 0.347 -0.371 0.502 0.08
H -0.0314 -0.6751 3.0262 -0.139 -0.066 -0.408 0.06
H 0.7013 0.9802 2.8026 -2.001 -1.513 0.320 0.12
H -0.7011 0.6571 3.8691 -0.826 0.454 -0.044 0.06
H -1.2469 0.8995 -2.9602 0.147 -0.829 -0.206 -0.07
H -2.5335 1.8049 -2.0581 0.115 -0.188 0.420 -0.05
H -0.7447 1.6225 1.1426 0.465 -0.252 0.156 0.10
H -1.8132 -1.0118 0.3322 0.447 -0.451 -0.255 0.12
```
Positions in Å, forces in eV/Å.